1.
{"formula": "C33H50BN8PdSe", "method": "ωB97M-V with the def2-TZVPD basis set", "charge": 3, "de_lowest_kcal_mol": 51.4, "spin_multiplicity": 5, "species": ["Pd", "C", "C", "C", "C", "C", "C", "C", "C", "C", "N", "N", "B", "N", "N", "C", "C", "C", "C", "C", "C", "C", "C", "C", "N", "N", "C", "C", "C", "C", "C", "C", "C", "C", "C", "H", "H", "H", "H", "H", "H", "H", "H", "H", "H", "H", "H", "H", "H", "H", "H", "H", "H", "H", "H", "H", "H", "H", "H", "H", "H", "H", "H", "H", "H", "H", "H", "H", "H", "H", "H", "H", "H", "H", "H", "H", "H", "H", "H", "H", "H", "Se", "N", "C", "C", "C", "C", "C", "C", "N", "H", "H", "H", "H"], "positions_angstrom": [[-1.548, 1.139, 0.244], [-1.111, -2.822, 0.931], [-2.335, -1.985, 0.722], [-2.412, -0.901, 1.854], [-2.174, -1.443, -0.675], [-2.684, -2.007, -1.830], [-2.075, -1.186, -2.871], [-2.419, -1.284, -4.313], [-3.278, -0.152, -4.835], [-1.128, -1.384, -5.258], [-1.423, -0.180, -2.282], [-1.387, -0.408, -0.931], [-0.600, 1.068, -2.783], [-1.391, 2.447, -2.446], [-1.892, 2.620, -1.274], [-2.502, 3.814, -1.126], [-2.326, 4.477, -2.321], [-1.620, 3.528, -3.210], [-1.415, 3.875, -4.667], [-0.290, 3.099, -5.395], [-2.797, 3.772, -5.360], [-3.106, 4.242, 0.215], [-4.653, 4.668, 0.046], [-2.897, 3.197, 1.338], [0.738, 1.100, -1.806], [0.461, 1.375, -0.440], [1.554, 1.453, 0.183], [2.624, 1.039, -0.735], [2.007, 0.808, -2.030], [2.641, 0.089, -3.208], [2.571, 0.771, -4.603], [1.996, -1.342, -3.047], [1.808, 1.729, 1.649], [3.158, 2.383, 1.948], [1.658, 0.383, 2.357], [-1.154, -3.369, 1.872], [-0.206, -2.203, 0.950], [-1.012, -3.683, 0.192], [-3.209, -2.609, 0.790], [-1.408, -0.437, 1.667], [-2.268, -1.383, 2.849], [-3.321, -0.207, 1.808], [-3.377, -2.797, -2.035], [-2.854, -2.261, -4.557], [-2.800, 0.822, -4.686], [-4.311, 0.032, -4.478], [-3.255, -0.217, -5.952], [-0.757, -0.405, -5.340], [-1.506, -1.680, -6.194], [-0.322, -2.127, -5.040], [-0.360, 1.046, -3.895], [-2.739, 5.469, -2.447], [-1.294, 4.960, -4.663], [-0.561, 2.073, -5.541], [0.663, 3.315, -4.890], [-0.133, 3.434, -6.404], [-3.194, 2.748, -5.239], [-2.880, 3.908, -6.467], [-3.417, 4.538, -4.885], [-2.484, 5.131, 0.501], [-5.236, 3.790, -0.297], [-4.655, 5.541, -0.666], [-4.864, 5.140, 1.057], [-3.505, 2.261, 1.149], [-3.234, 3.676, 2.284], [-1.793, 3.024, 1.482], [3.728, 0.998, -0.580], [3.719, 0.056, -2.910], [1.548, 0.841, -4.961], [3.132, 0.157, -5.280], [2.945, 1.792, -4.464], [0.949, -1.380, -3.297], [2.146, -1.517, -1.958], [2.642, -1.997, -3.595], [1.041, 2.408, 2.004], [4.019, 1.779, 1.677], [3.347, 2.546, 3.012], [3.237, 3.299, 1.384], [2.315, -0.370, 1.946], [0.626, -0.003, 2.348], [1.935, 0.482, 3.441], [3.907, -3.808, 8.784], [3.027, -4.728, 9.914], [3.799, -5.787, 10.165], [3.580, -6.855, 11.079], [4.688, -7.700, 11.352], [5.930, -7.661, 10.819], [6.158, -6.696, 9.874], [5.123, -5.929, 9.529], [5.275, -4.987, 8.525], [2.580, -7.021, 11.577], [4.569, -8.398, 12.149], [6.627, -8.340, 11.157], [7.096, -6.694, 9.340]], "forces_ev_per_a": [[-0.3, 2.7, 0.7], [0.9, -2.2, 0.1], [-0.3, 0.8, 0.3], [0.2, -0.4, -0.9], [-1.5, -1.4, 0.6], [1.9, 2.1, -1.8], [-2.5, -0.9, 1.1], [1.8, -1.1, -1.3], [-0.1, 1.2, -1.3], [-0.6, -0.7, 1.5], [1.2, 0.3, -0.1], [-0.4, -1.3, -1.2], [-0.8, 0.6, 1.7], [1.7, -1.4, -3.1], [-1.5, -0.6, 4.0], [0.7, -0.8, 0.4], [0.5, -1.4, -1.0], [-1.6, 3.1, 1.3], [-0.2, -0.5, -0.9], [-0.2, 1.5, 0.5], [-0.5, -0.8, -0.5], [-0.1, 0.3, -1.0], [2.5, 1.1, 0.9], [-0.4, 0.5, -0.2], [-1.2, -0.8, -1.7], [-0.3, 0.7, -0.7], [3.2, -0.2, 1.0], [1.4, 0.4, -0.3], [-1.1, 0.5, 1.0], [-0.3, 0.5, 0.4], [-0.7, 0.1, 1.6], [1.6, 1.5, 1.2], [-0.3, -0.5, 0.1], [0.3, -0.3, -0.3], [-0.3, 0.0, 1.6], [0.0, 0.2, 0.3], [0.0, -0.2, -0.2], [0.0, 1.4, 0.5], [-0.5, -0.2, -0.3], [-0.3, 0.7, 0.6], [-0.5, 0.5, -0.7], [1.3, -1.0, 0.2], [0.0, -0.3, 0.3], [-0.5, 0.3, 0.9], [0.3, -0.1, 0.3], [0.5, -0.9, -0.1], [-0.5, -0.1, 0.8], [1.0, 1.2, -0.3], [-0.4, -0.2, -1.3], [-0.8, 0.6, 0.5], [0.5, -0.2, -0.8], [0.3, -0.1, -0.7], [0.9, -0.1, 0.0], [0.2, -0.7, 0.4], [-0.2, -0.8, 0.0], [-0.2, 0.7, -0.5], [-0.2, 0.6, 0.3], [0.8, 0.3, 0.8], [-0.4, -0.5, -0.2], [-0.8, -0.5, -0.1], [0.0, 0.8, 0.5], [-0.3, -1.1, 0.4], [-0.6, -1.0, -1.2], [0.5, 0.8, 0.3], [0.2, -0.7, -0.5], [-0.5, -0.2, 0.0], [-1.2, 0.0, 0.1], [-0.8, -0.3, -0.3], [-0.1, -0.1, 0.0], [0.5, 0.1, -0.4], [0.2, -0.3, -0.6], [-0.2, 0.0, -0.2], [-0.4, -0.7, -0.7], [-0.1, -0.8, -0.4], [-0.3, 0.1, 0.0], [0.0, -0.4, -0.4], [-0.6, 0.3, -0.1], [0.1, 0.5, 0.1], [0.2, -0.2, -0.2], [0.3, 0.1, -0.2], [-0.2, 0.0, -1.0], [1.4, 0.6, -2.3], [0.3, -1.7, 1.0], [1.2, -2.0, 1.2], [-1.2, 0.4, 0.3], [-1.4, -0.5, 1.5], [-1.2, 0.9, 0.1], [2.5, -2.5, -0.5], [-3.7, 5.7, -3.5], [-0.5, 0.2, 2.1], [1.3, 0.2, -0.5], [-0.5, -0.6, 0.3], [1.6, -1.2, 0.5], [0.1, 0.5, -0.1]], "mulliken_spin": [1.241, 0.004, -0.014, 0.058, 0.000, 0.061, 0.018, 0.006, 0.005, 0.002, 0.010, 0.146, 0.028, -0.014, 0.240, 0.023, 0.014, 0.010, 0.000, 0.000, 0.000, -0.013, 0.004, 0.055, 0.098, 0.247, 0.275, 0.138, 0.315, 0.050, 0.004, 0.003, 0.046, 0.007, -0.009, 0.000, -0.001, 0.000, 0.004, -0.027, 0.004, 0.003, 0.002, 0.000, -0.001, 0.000, 0.001, 0.001, 0.000, 0.000, 0.000, 0.004, 0.001, 0.000, 0.000, 0.000, 0.000, 0.000, 0.000, 0.002, 0.000, 0.000, 0.000, -0.010, 0.004, -0.019, -0.034, -0.005, -0.001, 0.000, 0.002, 0.001, 0.010, 0.001, -0.002, -0.001, 0.002, -0.001, -0.001, 0.004, 0.001, -0.115, 0.191, 0.031, 0.252, 0.109, 0.039, 0.208, 0.015, 0.270, -0.004, 0.006, 0.003, -0.005]}

2.
{"formula": "C33H50BeN3OP2", "method": "ωB97M-V with the def2-TZVPD basis set", "charge": 1, "de_lowest_kcal_mol": 0.0, "species": ["C", "C", "C", "C", "C", "H", "H", "H", "N", "P", "P", "C", "H", "H", "C", "H", "C", "C", "C", "C", "C", "H", "H", "H", "C", "H", "H", "H", "C", "H", "H", "H", "C", "H", "H", "H", "C", "H", "H", "H", "C", "H", "H", "H", "C", "H", "H", "H", "C", "H", "H", "H", "C", "H", "H", "H", "C", "H", "H", "H", "C", "H", "H", "H", "C", "H", "H", "H", "Be", "C", "O", "N", "C", "C", "C", "C", "C", "H", "C", "H", "C", "H", "H", "H", "C", "C", "N", "H", "H", "H"], "positions_angstrom": [[2.300, 1.613, 0.538], [1.797, 1.083, -1.713], [3.566, 2.066, 0.189], [3.038, 1.638, -2.111], [3.927, 2.107, -1.164], [4.243, 2.361, 0.987], [3.293, 1.580, -3.167], [4.914, 2.470, -1.452], [1.397, 1.291, -0.407], [0.147, 1.551, 2.452], [-0.351, -0.738, -2.598], [1.910, 1.310, 1.987], [2.169, 0.260, 2.228], [2.534, 1.924, 2.649], [1.069, 0.268, -2.621], [1.382, 0.458, -3.661], [0.102, -2.266, -3.639], [-1.840, 0.225, -3.307], [-0.343, 0.269, 3.676], [0.114, 3.293, 3.030], [-0.574, -3.425, -2.884], [-1.654, -3.260, -2.759], [-0.426, -4.360, -3.442], [-0.143, -3.549, -1.884], [-0.372, -2.231, -5.102], [-1.455, -2.122, -5.221], [0.136, -1.445, -5.677], [-0.097, -3.196, -5.557], [1.625, -2.460, -3.660], [1.846, -3.405, -4.183], [2.125, -1.647, -4.204], [2.048, -2.518, -2.651], [-3.026, -0.737, -3.488], [-3.344, -1.148, -2.521], [-3.872, -0.179, -3.916], [-2.820, -1.573, -4.163], [-2.254, 1.282, -2.276], [-2.506, 0.823, -1.313], [-1.469, 2.030, -2.109], [-3.150, 1.810, -2.641], [-1.472, 0.936, -4.613], [-1.275, 0.245, -5.440], [-2.313, 1.578, -4.916], [-0.597, 1.584, -4.480], [-1.242, 3.545, 3.701], [-1.277, 4.612, 3.961], [-2.078, 3.333, 3.024], [-1.365, 2.974, 4.629], [0.256, 4.206, 1.799], [1.232, 4.093, 1.311], [-0.537, 4.025, 1.066], [0.168, 5.244, 2.151], [1.263, 3.595, 4.010], [1.060, 4.584, 4.441], [1.325, 2.870, 4.830], [2.232, 3.644, 3.498], [0.210, -1.114, 3.275], [1.305, -1.152, 3.353], [-0.206, -1.854, 3.977], [-0.088, -1.395, 2.258], [-1.878, 0.173, 3.726], [-2.300, -0.151, 2.766], [-2.130, -0.585, 4.484], [-2.340, 1.121, 4.031], [0.195, 0.618, 5.078], [1.294, 0.652, 5.093], [-0.215, 1.560, 5.466], [-0.130, -0.186, 5.755], [-0.031, 0.662, 0.059], [-1.080, 1.601, 1.036], [-2.190, 2.110, 0.936], [-0.011, -0.937, 0.048], [0.725, -1.718, -0.522], [1.622, -2.810, -0.163], [1.084, -3.947, 0.466], [3.017, -2.665, -0.284], [1.924, -4.981, 0.885], [0.007, -4.009, 0.626], [3.854, -3.700, 0.141], [3.421, -1.735, -0.692], [3.309, -4.860, 0.709], [1.506, -5.872, 1.359], [4.935, -3.583, 0.040], [3.968, -5.669, 1.033], [-5.622, 0.552, 0.641], [-4.338, -0.120, 0.645], [-3.328, -0.698, 0.642], [-6.113, 0.426, 1.615], [-6.264, 0.121, -0.140], [-5.480, 1.622, 0.440]], "forces_ev_per_a": [[1.3, 0.4, 0.0], [-1.2, -1.2, -0.8], [-1.0, -0.3, 1.6], [1.3, 0.5, 0.4], [-0.6, -0.1, -1.3], [0.0, -0.1, -0.2], [0.1, 0.1, 0.2], [-0.3, -0.1, 0.0], [-0.2, -0.7, 0.0], [-0.1, 1.6, 2.1], [-0.2, -1.1, -1.1], [0.4, -0.4, -0.8], [-0.2, 0.4, -0.4], [-0.4, -0.1, -0.1], [0.9, 2.0, -0.4], [0.2, -0.1, 0.4], [-0.3, 0.5, -0.3], [0.1, -0.3, -0.3], [0.0, -0.4, 0.6], [0.2, 0.1, 0.6], [0.0, -0.2, -0.2], [0.2, 0.0, -0.1], [-0.1, 0.1, 0.1], [-0.1, -0.1, -0.3], [0.1, -0.3, -0.2], [0.4, 0.0, 0.0], [-0.1, -0.2, 0.2], [-0.1, 0.2, 0.0], [-0.1, -0.1, 0.0], [-0.1, 0.2, 0.2], [-0.1, -0.2, 0.2], [0.0, 0.0, -0.4], [-0.1, 0.0, 0.0], [0.1, 0.1, -0.2], [0.1, -0.1, 0.1], [-0.1, 0.2, 0.2], [0.1, -0.1, 0.2], [0.0, 0.1, -0.1], [0.0, -0.1, -0.1], [0.3, -0.1, 0.1], [-0.1, 0.0, -0.2], [0.0, 0.1, 0.2], [0.2, -0.1, 0.1], [-0.1, -0.1, 0.0], [-0.1, 0.3, 0.1], [-0.1, -0.2, 0.0], [0.2, 0.0, 0.2], [0.0, 0.2, -0.3], [0.0, 0.0, 0.0], [-0.2, 0.0, 0.1], [0.2, 0.2, 0.1], [0.1, -0.2, -0.1], [-0.1, 0.2, 0.1], [0.2, -0.2, 0.0], [0.0, 0.3, -0.2], [-0.2, 0.1, 0.2], [0.0, 0.0, 0.0], [-0.3, -0.1, 0.0], [0.2, 0.2, -0.2], [0.1, 0.0, 0.3], [-0.1, 0.0, 0.0], [0.1, 0.1, 0.3], [0.0, 0.2, -0.2], [0.0, -0.3, -0.1], [0.0, -0.1, 0.1], [-0.3, 0.0, 0.1], [0.2, -0.3, -0.1], [0.2, 0.2, -0.1], [-0.6, -0.1, -1.1], [-1.2, -0.9, -2.9], [1.8, -0.2, 1.6], [2.6, -1.5, 0.4], [-2.5, 1.8, 2.3], [0.6, -0.5, 0.1], [0.0, -0.1, -0.2], [-0.3, -0.2, -0.1], [0.2, 0.3, -0.1], [0.3, 0.0, -0.1], [-0.3, 0.1, 0.1], [-0.1, -0.3, 0.0], [-0.1, 0.1, -0.1], [0.1, 0.3, -0.2], [-0.4, -0.1, 0.0], [-0.2, 0.3, -0.1], [-0.4, 0.3, 0.0], [1.7, -1.3, 0.0], [-1.6, 0.9, 0.0], [0.1, 0.1, -0.3], [0.2, 0.1, 0.2], [-0.1, -0.3, 0.1]], "mulliken_charge": [0.584, 0.707, -0.814, -1.279, -0.923, 0.507, 0.491, 0.422, 1.034, 0.176, 0.633, -1.229, 0.482, 0.516, -0.907, 0.571, 1.980, 2.388, 2.132, 2.154, -1.591, 0.253, 0.543, 0.315, -1.802, 0.317, 0.347, 0.512, -1.575, 0.577, 0.320, 0.145, -1.673, 0.241, 0.520, 0.227, -1.973, 0.104, 0.259, 0.680, -1.788, 0.305, 0.519, 0.310, -1.621, 0.575, 0.248, 0.341, -1.613, 0.244, 0.290, 0.603, -1.711, 0.524, 0.290, 0.421, -1.942, 0.376, 0.592, 0.330, -1.650, 0.315, 0.581, 0.300, -1.917, 0.367, 0.367, 0.515, -0.935, 0.335, -0.684, 0.125, 0.240, -0.422, -0.122, -0.135, -0.889, 0.492, -0.873, 0.504, -0.492, 0.429, 0.436, 0.398, -1.213, 0.721, -0.460, 0.358, 0.354, 0.288]}

Which of these has the lowest charge? C33H50BeN3OP2

The lowest charge belongs to which entry? C33H50BeN3OP2

The lowest charge belongs to which entry? C33H50BeN3OP2

Which of these has the lowest charge? C33H50BeN3OP2